(1)
The following is a DFT calculation (the ωB97M-V functional and the def2-TZVPD basis) of 2 unconnected molecules or ions with the total composition C19H26NO7S in a non-equilibrium geometry.

Multiplicity: 1
Kohn-Sham gap, eV: 4.305
Total charge: -1
E, Eh: -1719.24719
Energy relative to the best compared isomer or geometry (same formula, charge and spin), eV: 0.000
E_HOMO, eV: -2.69

Element x y z (Å)
C -1.990 -3.192 4.137
C -0.846 -2.258 3.759
C -1.090 -1.569 2.429
C 0.015 -0.563 2.070
C 0.224 0.556 3.003
C 1.538 0.973 3.466
O 1.813 1.831 4.284
O 2.500 0.254 2.825
C 3.827 0.673 3.182
C 4.791 0.075 2.189
C -0.875 1.408 3.422
O -0.896 2.240 4.316
O -1.975 1.171 2.659
C -3.037 2.055 3.031
C -4.176 1.888 2.059
H -1.766 -3.689 5.083
H -2.918 -2.626 4.254
H -2.147 -3.957 3.371
H -0.702 -1.490 4.531
H 0.099 -2.814 3.697
H -1.127 -2.319 1.625
H -2.051 -1.039 2.429
H 0.969 -1.094 1.985
H -0.232 -0.148 1.080
H 3.878 1.770 3.166
H 4.036 0.323 4.203
H 5.788 0.487 2.362
H 4.846 -1.014 2.299
H 4.495 0.297 1.158
H -3.350 1.814 4.057
H -2.664 3.088 3.014
H -4.938 2.636 2.287
H -3.853 2.034 1.022
H -4.639 0.898 2.142
C -1.185 2.021 -7.522
C -0.496 1.126 -6.528
C -1.215 0.106 -5.898
C -0.590 -0.768 -5.009
C 0.767 -0.595 -4.724
S 1.586 -1.719 -3.597
N 1.339 -0.848 -1.979
C 1.666 -1.296 -0.896
O 1.987 -1.708 0.169
O 0.832 -2.940 -3.492
O 3.003 -1.699 -3.833
C 1.496 0.433 -5.324
C 0.855 1.297 -6.211
H -0.492 2.767 -7.924
H -1.583 1.441 -8.365
H -2.034 2.552 -7.072
H -2.280 0.006 -6.107
H -1.153 -1.564 -4.530
H 2.549 0.566 -5.088
H 1.402 2.125 -6.663

Cartesian forces, eV/Å:
C 0.2 0.1 0.1
C 0.0 0.1 -0.1
C 0.2 0.2 -0.2
C 0.1 -0.3 -0.6
C 0.1 1.9 1.8
C -2.9 -0.6 -0.2
O 0.7 0.3 0.2
O 2.0 0.0 -0.1
C -0.5 -0.1 -0.1
C 0.1 -0.3 -0.1
C 2.7 -1.2 0.2
O -0.4 0.3 0.0
O -1.7 0.8 -0.2
C 0.1 -0.2 -0.2
C -0.2 -0.1 -0.1
H -0.2 -0.1 0.1
H 0.0 -0.1 0.0
H 0.0 0.0 0.0
H 0.0 -0.1 -0.1
H -0.1 0.0 0.1
H -0.1 0.0 0.1
H 0.1 -0.3 0.1
H -0.4 0.1 0.0
H 0.0 -0.3 -0.3
H 0.0 -0.3 0.1
H 0.1 0.2 -0.2
H 0.1 0.0 0.0
H 0.0 0.1 -0.1
H 0.0 0.0 0.2
H 0.0 0.2 -0.2
H -0.1 -0.2 0.1
H -0.1 0.0 0.0
H 0.0 0.0 0.2
H 0.1 0.1 -0.1
C -0.1 0.2 -0.1
C 0.1 -0.1 0.2
C 0.3 -0.2 0.1
C 0.0 0.2 0.1
C 0.0 0.1 0.0
S -0.2 0.7 2.4
N -0.1 -0.5 -2.4
C 1.1 -1.6 2.2
O -0.6 1.0 -2.8
O 0.5 0.7 -0.3
O -0.8 -0.1 -0.1
C -0.1 0.0 0.2
C -0.1 -0.2 0.0
H -0.1 -0.1 0.1
H 0.1 0.1 0.2
H 0.2 -0.1 0.0
H 0.2 -0.1 0.0
H 0.1 0.1 0.0
H -0.2 -0.1 0.0
H 0.0 -0.3 0.1

=====

(2)
The following is a DFT calculation (the ωB97M-V functional and the def2-TZVPD basis) of a molecular structure, C19H27Al2Br4CaClF19N2O7PS in a non-equilibrium geometry.

Multiplicity: 1
Kohn-Sham gap, eV: 1.128
Total charge: 0
E, Eh: -15931.45000
E_HOMO, eV: -7.74

Element x y z (Å)
C 0.759 -5.389 0.994
C -0.149 -5.682 -0.068
C -1.575 -5.736 -0.943
C -2.538 -4.428 -0.688
C -1.972 -3.391 0.475
C -3.025 -2.207 0.890
O -4.249 -2.657 1.620
S -5.395 -1.385 1.314
O -6.746 -2.089 1.595
O -5.269 -0.158 2.273
O -4.949 -1.157 -0.332
C -3.470 -1.064 -0.193
C -2.554 -0.752 -1.514
C -1.197 0.132 -1.169
C 0.113 -0.470 -2.007
N 0.895 -1.703 -1.570
O 0.452 0.191 -3.143
H 1.430 -4.919 1.862
H -1.233 -5.766 -2.073
H -2.197 -6.727 -0.709
H -2.664 -3.886 -1.739
H -3.632 -4.736 -0.331
H -1.813 -4.049 1.460
H -0.909 -2.961 0.155
H -2.429 -1.604 1.724
H -3.332 -0.065 0.443
H -3.258 -0.225 -2.316
H -2.182 -1.741 -2.026
H -1.294 1.273 -1.418
H -0.971 -0.078 -0.018
H 0.277 -2.543 -1.767
H 1.149 -1.670 -0.558
Ca 2.054 -0.474 -4.053
C -0.647 4.667 -2.551
Br -2.079 4.764 -1.239
Br 1.100 4.521 -1.707
Br -0.946 3.247 -3.846
H -0.656 5.612 -3.105
C 0.267 -0.639 5.293
C 1.227 0.035 4.301
C 1.114 -0.461 2.863
F 1.409 -1.776 2.753
F 1.994 0.196 2.061
F 2.500 -0.076 4.765
F 0.945 1.376 4.314
O 0.822 -1.699 6.076
C 0.807 -2.986 5.462
C 2.214 -3.555 5.246
F 2.957 -2.757 4.437
F 2.164 -4.774 4.647
F 0.080 -2.931 4.320
F 0.110 -3.789 6.310
H -0.005 0.127 6.030
H -0.685 -0.923 4.831
H 0.112 -0.292 2.462
H 2.746 -3.660 6.196
F -1.846 -4.052 7.447
Cl -1.246 -8.279 -1.721
C -1.523 5.616 -6.565
C -0.140 5.324 -7.077
O 0.634 4.574 -6.484
N 0.248 5.923 -8.240
C -0.510 6.826 -9.074
H -1.691 5.071 -5.632
H -1.630 6.686 -6.364
H -2.269 5.289 -7.295
H 1.190 5.681 -8.524
H -0.592 6.381 -10.069
H 0.042 7.766 -9.145
H -1.508 7.019 -8.679
Al 2.354 4.899 -5.705
F 5.351 2.474 -1.208
P 5.355 4.028 -1.323
F 5.943 3.504 -2.667
F 3.835 4.001 -0.982
F 4.720 5.204 -2.125
F 6.636 4.901 -1.166
F 5.641 4.086 0.207
F 2.488 -3.689 10.430
Al 3.854 -3.033 9.457
F 3.351 -2.892 7.734
F 5.267 -4.144 9.581
F 4.312 -1.408 10.084
Br -3.946 6.133 -0.981

Cartesian forces, eV/Å:
C -6.6 -1.0 -7.1
C 4.6 2.8 7.6
C 1.4 0.6 0.2
C -0.4 0.8 0.3
C -0.9 -1.2 0.0
C 2.4 0.7 1.3
O 0.0 3.1 -2.6
S -4.7 -1.1 5.5
O 5.2 2.6 -2.5
O 1.0 -4.3 -4.8
O 1.2 -0.3 1.9
C 1.2 2.3 2.0
C -0.8 -1.1 -1.4
C 0.8 -0.7 0.6
C -1.2 1.9 -0.9
N -1.6 2.1 -2.0
O -3.1 -2.7 5.8
H -1.6 -1.6 -2.4
H -0.9 0.0 2.5
H 1.6 1.9 -0.3
H 0.2 -1.0 2.2
H 2.5 0.5 -0.9
H -0.2 1.6 -2.2
H -2.4 -0.7 0.9
H -1.1 -1.2 -1.7
H -0.3 -1.9 -1.4
H 1.7 -0.9 1.8
H -0.9 1.6 1.1
H 0.2 -2.3 0.5
H -0.3 0.7 -2.4
H 0.9 0.9 0.6
H -0.5 0.0 -0.7
Ca 2.6 -1.0 -0.6
C 1.4 0.2 -0.1
Br 1.6 -1.4 -0.1
Br 0.0 -0.1 -0.4
Br 0.0 -0.3 0.0
H -0.1 -0.4 0.2
C -0.5 -0.1 1.2
C 0.8 -0.1 1.5
C 0.4 0.0 -0.3
F 0.0 0.5 -0.5
F 0.0 0.2 -0.2
F -0.6 -0.1 -0.7
F -0.3 -0.2 -0.6
O 0.1 -0.7 -1.9
C -1.3 0.8 1.7
C 1.0 -0.3 0.8
F -0.2 0.1 -0.1
F -0.6 -0.1 -0.4
F -0.1 -0.6 -0.1
F 1.2 0.3 -0.8
H 0.3 -0.1 -0.2
H 0.3 0.0 -0.1
H -0.2 0.0 0.2
H -0.3 0.2 0.1
F -0.4 0.0 0.0
Cl 0.1 -1.0 -0.4
C 0.1 -0.3 0.3
C -1.9 2.7 -3.1
O 1.9 -1.2 1.2
N -0.1 -1.4 2.3
C 0.0 0.3 -0.5
H 0.1 0.1 -0.3
H -0.1 -0.1 -0.2
H 0.1 0.2 0.1
H -0.2 0.1 -0.2
H -0.1 0.2 0.1
H -0.2 0.0 -0.1
H 0.3 -0.1 0.0
Al 0.2 -0.1 0.4
F -0.9 -4.9 3.2
P 1.8 0.7 1.3
F 1.4 1.0 -5.8
F -5.1 -3.0 2.3
F 0.5 4.8 -3.4
F 4.1 2.3 -2.8
F -2.2 -1.1 4.8
F 1.7 0.8 -1.3
Al 0.1 -0.1 0.8
F 0.6 -0.1 1.8
F -1.8 1.4 -0.3
F -0.6 -2.0 -0.9
Br -2.6 1.7 0.6

=====

(3)
The following is a DFT calculation (the ωB97M-V functional and the def2-TZVPD basis) of 3 unconnected molecules or ions with the total composition C19H27BrF6N4O4P in a non-equilibrium geometry.

Multiplicity: 1
Kohn-Sham gap, eV: 5.794
Total charge: +1
E, Eh: -4774.00815
E_HOMO, eV: -10.44

Element x y z (Å)
N 8.843 1.497 1.868
P 7.761 1.068 2.991
C 6.276 0.056 2.347
C 5.858 -0.460 0.840
N 4.542 -1.172 1.083
C 4.062 -1.198 2.537
C 2.687 -1.938 3.033
C 1.810 -1.112 4.144
C 0.333 -0.601 3.609
C 0.379 1.027 3.334
N 0.427 1.270 1.842
C -0.885 1.162 1.094
C -0.398 1.527 -0.445
C 1.222 1.835 -0.419
C 1.719 1.631 1.137
N 5.157 -0.461 3.276
Br 5.234 -0.159 5.123
H 8.872 2.560 1.898
H 8.454 0.277 3.995
H 7.214 2.277 3.619
H 6.479 -0.293 -0.141
H 4.082 -1.577 0.228
H 1.992 -2.035 2.067
H 2.949 -3.048 3.336
H 2.340 -0.176 4.605
H 1.588 -1.872 5.036
H -0.420 -0.746 4.523
H -0.095 -1.228 2.712
H -0.579 1.552 3.807
H 1.306 1.569 3.804
H -1.942 0.893 1.526
H -1.153 1.555 -1.338
H 1.898 2.122 -1.343
H 2.816 1.747 1.585
C 0.467 0.736 -6.924
C 0.762 0.159 -5.553
O -0.293 0.480 -4.631
C -1.409 -0.313 -4.693
O -1.542 -1.249 -5.477
C -2.424 0.104 -3.630
F -2.604 1.455 -3.575
F -2.042 -0.278 -2.377
F -3.660 -0.434 -3.831
H 0.282 1.813 -6.859
H 1.304 0.561 -7.607
H -0.431 0.285 -7.359
H 1.677 0.610 -5.156
H 0.928 -0.923 -5.595
C -4.533 -0.379 -0.622
C -5.627 -1.181 -1.301
O -6.682 -1.483 -0.374
C -7.593 -0.484 -0.149
O -7.544 0.620 -0.685
C -8.683 -0.955 0.813
F -8.180 -1.615 1.896
F -9.556 -1.817 0.216
F -9.436 0.066 1.308
H -4.170 -0.900 0.270
H -3.693 -0.215 -1.304
H -4.903 0.596 -0.291
H -5.221 -2.138 -1.642
H -6.020 -0.664 -2.184

Cartesian forces, eV/Å:
N -1.7 0.8 1.4
P 2.0 1.5 -1.5
C -3.9 -3.1 -3.1
C -1.0 0.7 6.8
N 2.4 1.8 2.6
C 3.6 1.5 -2.3
C 0.0 0.3 -1.1
C -0.9 -0.7 0.9
C 0.0 0.6 1.6
C -0.4 -0.1 -0.1
N -0.4 0.5 -0.5
C 5.7 1.8 -4.5
C 1.8 -0.4 4.3
C -2.4 -1.4 4.0
C -4.8 -0.1 -4.3
N -1.1 -1.3 -5.0
Br -0.2 -0.3 -1.0
H -0.1 -1.7 -0.4
H -1.3 0.1 -0.4
H -0.1 -1.5 0.0
H -1.7 -0.5 2.1
H 0.1 0.4 1.7
H 1.8 0.3 1.9
H -0.3 2.4 -0.4
H -0.7 -2.0 -1.0
H 0.7 1.7 -1.9
H 1.7 0.2 -2.0
H 1.0 1.5 1.6
H 2.0 -1.2 -1.2
H -1.7 -1.3 -0.8
H 2.7 0.7 -0.7
H 2.0 0.1 2.0
H -1.7 -0.7 2.3
H -3.1 -0.3 -0.7
C -0.3 0.1 -0.1
C 0.6 -0.1 -0.7
O -1.7 -0.8 0.6
C 2.0 -1.4 -2.4
O -0.2 2.2 2.2
C -2.0 0.8 1.2
F 0.5 -1.1 -0.3
F 0.4 0.0 -1.3
F 1.5 0.3 -0.2
H 0.2 -0.1 0.0
H -0.1 0.0 0.1
H 0.2 0.0 0.1
H -0.4 0.0 0.2
H -0.3 0.2 0.1
C 0.0 0.3 0.2
C 0.6 0.2 -0.4
O -1.6 0.9 0.6
C 2.0 1.4 -2.2
O -0.5 -2.5 1.6
C -2.0 -0.6 1.8
F 0.0 0.6 -1.1
F 1.0 0.8 0.1
F 1.1 -0.7 -0.8
H 0.0 -0.1 -0.2
H -0.5 -0.1 0.4
H 0.0 -0.1 -0.1
H -0.3 0.0 0.2
H -0.1 0.0 0.3

=====

(4)
The following is a DFT calculation (the ωB97M-V functional and the def2-TZVPD basis) of a molecular structure, C19H27IrN2Se in a non-equilibrium geometry.

Expectation value of S²: 8.776
Multiplicity: 6
Kohn-Sham gap (spin up / spin down), eV: 7.441 / 6.768
Total charge: +1
E, Eh: -3354.99653
E_HOMO (spin up / spin down), eV: -9.58 / -11.38

Element x y z (Å)
C -0.015 -0.600 -2.723
C 1.306 -1.350 -2.590
C -0.983 -1.480 -3.507
C 0.281 0.624 -3.587
H -0.821 -1.375 -4.591
H -2.025 -1.221 -3.323
H -0.877 -2.541 -3.281
H 1.610 -1.780 -3.558
H 1.268 -2.178 -1.884
H 2.117 -0.691 -2.279
H 1.006 0.367 -4.375
H 0.714 1.446 -3.021
H -0.600 1.005 -4.100
C -1.742 -1.330 1.409
C -2.016 -2.101 0.255
C -0.789 -2.527 -0.283
H -2.992 -2.330 -0.138
C 0.246 -2.007 0.517
C -0.344 -1.272 1.578
H 0.176 -0.802 2.395
H -2.476 -0.877 2.053
H -0.665 -3.141 -1.155
H 1.297 -2.169 0.364
C -1.730 2.378 -0.139
C -2.758 1.510 0.273
C -3.241 0.831 -0.867
H -3.120 1.394 1.281
C -2.513 1.280 -1.985
C -1.568 2.228 -1.538
H -0.855 2.751 -2.148
H -1.192 3.057 0.498
H -4.032 0.100 -0.880
H -2.653 0.954 -2.999
Ir -0.871 0.021 -0.526
C -0.194 1.793 3.716
N 1.071 1.132 3.358
C 1.879 0.532 4.247
C 2.960 0.023 3.560
N 2.821 0.306 2.246
C 3.784 -0.050 1.217
C 1.653 0.974 2.133
Se 0.896 1.691 0.715
H -0.717 2.212 2.834
H -0.006 2.621 4.430
H -0.882 1.059 4.189
H 1.691 0.475 5.313
H 3.790 -0.509 4.006
H 4.760 0.422 1.463
H 3.906 -1.152 1.204
H 3.447 0.299 0.223

Cartesian forces, eV/Å:
C 0.3 -0.4 -1.0
C 0.2 -0.1 0.6
C -0.5 -0.1 0.1
C -0.1 0.5 0.3
H 0.1 0.0 0.2
H -0.1 0.0 -0.1
H 0.0 0.0 0.1
H -0.2 0.2 0.1
H 0.0 -0.1 0.0
H 0.1 0.1 0.1
H -0.2 -0.1 0.2
H 0.2 0.1 0.0
H -0.1 0.1 0.1
C 0.0 0.3 0.2
C -0.2 0.0 -0.3
C 0.1 -0.2 -0.1
H 0.0 0.0 0.0
C 0.0 -0.2 0.2
C -0.1 -0.3 0.0
H -0.1 -0.1 0.0
H 0.0 0.0 0.1
H 0.0 -0.1 -0.1
H 0.1 0.0 0.0
C -0.5 0.4 -0.1
C 0.1 0.0 0.3
C -0.1 -0.4 -0.1
H -0.1 0.0 0.0
C 0.1 0.1 -0.3
C -0.2 0.1 -0.2
H 0.0 0.1 -0.1
H -0.2 0.1 -0.1
H -0.1 0.0 0.0
H 0.0 0.0 -0.1
Ir 0.7 0.3 0.2
C -0.7 0.2 0.1
N 0.3 0.0 -0.7
C 1.8 -1.1 0.8
C -0.2 -0.2 2.3
N -1.2 0.4 0.5
C 0.6 -0.2 -0.6
C 0.1 0.1 0.9
Se -0.4 0.9 -3.0
H 0.7 -0.4 0.4
H 0.0 -0.6 -0.4
H 0.6 0.4 -0.3
H -0.1 0.1 -0.3
H 0.0 0.1 -0.4
H -0.7 -0.3 -0.2
H -0.1 0.7 0.0
H 0.0 -0.1 0.7